This record from OMol25 describes a structure of composition C19H40CdOP2 at a distorted geometry. The level of theory is ωB97M-V/def2-TZVPD.

* E_tot: -45531.8847 eV
* E_HOMO (alpha / beta): -6.3 / -5.0 eV
* HOMO-LUMO gap (alpha / beta): 5.98 / 4.35 eV

Geometry as ORCA input:
```
! RIJCOSX wB97M-V def2-TZVPD def2/J DEFGRID3
* xyz 0 1
P -0.377 -1.287 -3.029
P 0.473 2.068 -1.997
C 0.188 0.144 -4.097
C 1.149 1.159 -3.461
H -0.724 0.641 -4.466
H 0.669 -0.265 -4.998
H 2.120 0.702 -3.223
H 1.362 1.940 -4.210
C -0.395 3.394 -2.894
H -0.594 4.248 -2.235
H -1.338 3.007 -3.305
H 0.246 3.724 -3.727
C 1.786 2.858 -1.050
H 2.068 3.806 -1.540
H 2.701 2.249 -0.989
H 1.463 3.111 -0.030
C -1.850 -2.214 -3.809
H -1.840 -3.265 -3.488
H -1.778 -2.205 -4.906
H -2.831 -1.794 -3.553
C 0.617 -2.534 -4.196
H 1.673 -2.241 -4.280
H 0.195 -2.527 -5.208
H 0.549 -3.557 -3.799
Cd 1.326 0.932 2.262
C -0.902 0.917 -1.449
C -1.621 -0.239 -2.090
C -2.313 -1.120 -1.027
C -1.391 -2.260 -0.481
C -0.246 -2.566 -1.355
C 0.849 -1.719 -1.775
C 1.212 -0.536 -0.837
C 0.003 0.297 -0.315
C 1.354 -1.217 2.439
H -1.654 1.612 -1.032
H -2.350 0.130 -2.824
H -3.228 -1.558 -1.446
H -2.635 -0.501 -0.183
H -1.105 -2.090 0.572
H -2.022 -3.159 -0.435
H -0.151 -3.616 -1.647
H 1.754 -2.232 -2.140
H 1.944 0.131 -1.328
H 1.771 -0.917 0.026
H -0.598 -0.295 0.373
H 0.345 1.143 0.327
H 2.353 -1.572 2.734
H 0.961 -1.838 1.620
H 0.670 -1.333 3.305
C -0.836 1.997 6.193
C 0.075 0.931 5.584
C 1.416 1.032 6.308
C -0.567 -0.396 5.999
O 0.198 1.105 4.206
H -0.929 1.861 7.282
H -1.838 1.940 5.758
H -0.446 3.000 6.004
H 1.280 0.920 7.393
H 2.094 0.241 5.977
H 1.882 2.005 6.119
H -1.594 -0.479 5.623
H 0.017 -1.253 5.652
H -0.613 -0.460 7.097
*
```